# C29H23Cl5NO2PPb

A molecular structure, C29H23Cl5NO2PPb at a distorted geometry (wB97M-V/def2-TZVPD, OMol25).

Each line ends with the Löwdin charge.
Atoms and positions in Å:
H 1.365 -1.348 3.123  0.11
C -0.630 -4.063 1.931  -0.06
C -1.164 -2.075 -3.303  -0.10
C -0.617 -2.049 -1.871  -0.70
O 1.843 0.361 -1.109  -0.42
H 1.384 -2.567 -2.574  0.07
C -0.275 3.220 1.702  -0.07
C 0.396 2.046 1.392  -0.06
H -3.091 -2.162 3.260  0.11
H -1.319 -2.671 0.085  -0.01
H -2.570 -1.982 -0.944  0.10
H 0.240 4.005 2.243  0.11
C 2.145 -0.507 1.300  -0.22
C -1.520 -1.433 2.002  -0.07
C 3.112 0.426 -0.755  -0.58
N -0.238 -0.676 -1.466  -0.19
H 1.098 -2.935 -0.873  0.03
C -1.669 4.898 -1.856  -0.72
H 5.536 -0.384 3.138  0.11
C 4.589 -0.416 2.615  -0.05
H -2.056 0.451 -0.314  0.10
C 0.379 3.651 -1.946  -0.70
P 0.611 -0.516 0.330  1.12
H -2.115 4.309 1.547  0.11
H 1.425 1.923 1.708  0.11
C 3.460 -0.904 3.264  -0.06
H -3.263 2.527 0.274  0.11
C -0.386 -1.750 1.260  -0.35
O 4.015 0.756 -1.485  0.08
C -1.614 2.656 -2.688  -0.72
H 3.536 -1.246 4.288  0.11
H -0.440 -1.682 -4.020  0.03
C -2.238 2.387 0.596  -0.07
Cl 2.103 3.593 -1.718  0.70
H -1.394 -3.102 -3.591  0.09
C 0.052 -3.076 1.239  -0.14
Cl -2.453 1.306 -3.405  0.67
C 2.238 -0.961 2.612  -0.05
H 0.400 -3.970 -2.124  0.09
C -1.684 -2.623 -0.928  -0.06
H -0.275 -5.085 1.903  0.11
H -2.314 -4.509 3.187  0.11
H -1.989 -3.630 -1.229  0.10
C 3.280 -0.025 0.658  -0.13
C -0.251 1.033 0.685  -0.29
H 0.943 -3.345 0.687  0.10
C 4.505 0.023 1.303  0.01
H 5.366 0.401 0.768  0.13
C -0.296 4.828 -1.636  -0.72
H -2.074 -1.490 -3.385  0.04
Cl 0.537 6.179 -0.970  0.68
C 0.645 -2.936 -1.857  -0.06
Pb 0.913 0.573 -3.083  1.28
C -1.594 3.389 1.311  -0.07
C -0.254 2.529 -2.451  -0.37
C -1.570 1.216 0.272  -0.11
Cl -4.038 3.880 -2.666  0.68
Cl -2.538 6.323 -1.437  0.68
C -2.339 3.806 -2.398  -0.73
H -1.871 -0.411 2.056  0.10
C -2.209 -2.425 2.690  -0.06
C -1.772 -3.740 2.653  -0.07

Properties
Energy above the lowest of the compared OMol25 structures with the same formula, charge and spin (kJ/mol): 0.0
Spin multiplicity: 1
E_LUMO (eV): -0.334
Net charge: 0

---

# C29H23ClIrN2O3PS2

A molecular structure, C29H23ClIrN2O3PS2 at a distorted geometry (wB97M-V/def2-TZVPD, OMol25).

Each line ends with the Löwdin charge.
Atoms and positions in Å:
C -3.036 3.468 5.396  -0.09
C -3.047 -1.750 -4.176  -0.06
C 0.544 -2.704 0.278  -0.13
H -1.665 -2.118 -5.776  0.11
C 1.209 0.339 2.253  -0.90
H -5.904 3.518 3.599  0.11
C -2.095 -0.950 -2.138  -0.20
C -0.816 -1.004 -2.710  -0.30
H -0.036 -2.047 0.917  0.08
O -3.091 -0.863 0.017  0.03
H 3.797 1.563 1.800  0.09
H -3.909 -2.040 -4.762  0.11
C 1.720 -3.100 -1.784  -0.09
C -2.178 -0.512 -0.690  -0.48
H 4.726 0.049 1.919  0.08
H -5.523 2.428 1.741  0.11
C 3.905 1.344 -3.859  -0.08
C 3.778 0.531 2.149  -0.49
O -2.023 1.762 1.077  -0.17
C -4.869 3.320 3.854  -0.03
H -4.189 -1.307 -2.401  0.12
H 5.228 0.174 -2.640  0.10
P 0.474 -0.594 -1.511  0.87
H 0.478 -4.346 1.651  0.11
N -0.834 0.986 2.860  0.03
S 2.470 -0.356 1.266  0.94
C -4.358 3.735 5.069  -0.09
H 2.059 -2.760 -2.756  0.11
S 1.699 0.952 3.816  0.97
C -1.818 1.660 2.324  -0.45
C 3.173 -0.207 -2.176  -0.11
H 3.566 -0.561 3.998  0.08
H 2.578 -5.046 -2.016  0.11
C 1.566 -4.838 -0.133  -0.08
C -0.656 -1.436 -4.020  -0.07
H 4.043 1.136 4.216  0.08
H -4.998 4.265 5.763  0.10
C -2.244 2.788 4.489  -0.02
C 1.558 1.042 -3.448  -0.12
Ir -0.706 0.696 -0.087  1.00
H 0.530 1.314 -3.653  0.11
C -3.214 -1.338 -2.866  -0.01
H 0.328 -1.481 -4.469  0.11
C 2.010 -4.389 -1.370  -0.07
C 3.434 0.453 3.624  -0.52
C -2.733 2.367 3.253  -0.07
C 2.583 1.657 -4.146  -0.07
H 1.792 -5.847 0.188  0.10
C -4.069 2.635 2.939  -0.25
C 0.994 -2.245 -0.956  -0.36
Cl 0.632 2.633 -0.514  -0.11
C 4.199 0.415 -2.872  -0.07
C 1.847 0.097 -2.465  -0.38
H 4.706 1.829 -4.402  0.10
C 0.830 -3.998 0.689  -0.07
C -1.777 -1.795 -4.749  -0.07
O -4.586 2.203 1.763  0.08
N -0.005 0.445 1.878  -0.23
H 3.409 -0.924 -1.401  0.08
H -1.210 2.569 4.719  0.10
H 2.351 2.395 -4.903  0.11
H -2.626 3.789 6.343  0.10

Properties
Energy above the lowest of the compared OMol25 structures with the same formula, charge and spin (kJ/mol): 210.6
Spin multiplicity: 1
E_LUMO (spin up / spin down) (eV): -1.198 / -1.183
Net charge: 0

---

# C29H23N10O4PtSe

A molecular structure, C29H23N10O4PtSe at a distorted geometry (wB97M-V/def2-TZVPD, OMol25).

Each line ends with the Löwdin charge.
Atoms and positions in Å:
N -2.155 -4.591 0.467  -0.05
H 5.314 -1.124 2.006  0.10
C -0.129 -4.483 2.010  -0.01
C 3.300 -1.658 1.517  -0.01
H -3.448 -3.056 -2.008  0.12
C -1.981 -1.215 0.212  -0.34
H -0.681 -1.569 1.842  0.06
N 0.696 2.735 -0.795  -0.03
H -4.013 -3.764 0.518  0.14
C -2.097 3.715 -0.656  -0.33
C -3.334 4.404 -0.683  -0.02
H -5.373 4.428 -0.076  0.10
C 4.237 0.500 1.099  -0.04
C 1.299 4.924 -1.250  -0.11
H -2.313 -0.968 2.319  0.09
H 0.903 -1.863 -0.422  -0.06
N 1.949 0.079 0.574  0.17
C 0.200 3.952 -1.088  -0.30
H -2.898 -3.143 1.751  0.13
H -1.085 0.099 1.585  0.07
H 5.059 1.200 1.090  0.09
C 4.366 -0.791 1.597  -0.09
N -2.532 -5.460 -0.501  0.05
H 0.774 -7.727 -0.031  0.11
C -2.390 -1.105 -1.933  -0.10
N 2.971 2.187 0.074  0.19
C 2.450 4.265 -0.883  -0.10
C -2.992 -3.443 0.711  -0.07
C 3.005 0.886 0.582  -0.33
C 3.702 6.233 -1.279  -0.09
C -4.432 3.892 -0.052  -0.08
N -1.036 4.374 -1.182  0.14
N -1.802 -0.467 -0.860  -0.11
Pt -0.575 1.157 -0.879  0.97
C -0.960 -4.980 1.002  -0.15
C 1.305 6.252 -1.633  -0.02
C -4.321 2.677 0.633  -0.08
H 0.386 6.753 -1.905  0.11
O 0.806 -1.759 -1.573  -0.41
C 1.356 -6.354 1.524  -0.09
H -2.985 1.075 1.072  0.08
C -0.646 -6.133 0.287  -0.23
H 1.711 -4.831 3.004  0.10
N -2.683 -2.320 -0.138  0.00
H 2.286 -6.859 1.748  0.10
H -3.356 5.350 -1.203  0.11
H 3.366 -2.695 1.816  0.10
H 2.591 7.937 -1.962  0.09
N -1.655 -6.377 -0.621  0.07
C 1.023 -5.190 2.250  -0.08
H -2.251 -0.712 -2.927  0.10
O 2.263 0.362 -2.479  -0.53
O 1.107 -2.017 0.704  -0.08
C 2.534 6.900 -1.654  -0.09
C -3.114 2.030 0.587  -0.14
C 2.080 2.874 -0.498  -0.26
C -1.505 -0.907 1.585  -0.02
C 0.532 -6.842 0.540  -0.02
C 3.674 4.904 -0.876  -0.01
C -2.956 -2.250 -1.493  -0.03
N -2.030 2.504 -0.054  -0.03
H 4.644 6.767 -1.303  0.09
H 4.565 4.371 -0.572  0.11
H -5.153 2.239 1.166  0.10
C 2.105 -1.190 0.941  -0.43
O -0.088 -0.382 -3.643  -0.57
H -0.356 -3.582 2.558  0.10
Se 0.765 -0.219 -2.263  0.77

Properties
Energy above the lowest of the compared OMol25 structures with the same formula, charge and spin (kJ/mol): 73.4
Spin multiplicity: 1
E_LUMO (eV): 2.048
Net charge: -1

---

# C29H24AsCrN5O6PS

A molecular structure, C29H24AsCrN5O6PS (wB97M-V/def2-TZVPD, OMol25).

Each line ends with the Löwdin charge.
Atoms and positions in Å:
N -4.029 -1.597 -2.115  0.17
C -2.907 1.665 -4.679  -0.07
O -0.546 4.039 -0.744  -0.22
C -1.846 2.098 -2.560  -0.24
H 2.466 0.445 -1.897  0.11
C 1.228 -0.272 3.587  -0.07
As -0.190 2.648 -1.720  0.93
H 0.943 2.544 1.713  0.11
H 3.680 1.562 2.059  0.11
C 4.234 1.640 -1.761  -0.06
H -1.410 3.942 -0.288  0.01
C 5.108 2.309 -0.915  -0.07
C 3.167 0.934 -1.234  -0.08
C 1.659 -4.066 0.887  -0.17
H 0.291 3.459 3.906  0.11
C 0.560 2.414 3.820  -0.06
H -1.321 -5.417 0.048  0.10
P 1.626 -0.110 0.817  1.08
N -2.299 -1.080 -0.865  -0.10
C -3.070 1.887 -1.913  -0.27
N -4.295 -1.583 -0.829  -0.26
C 3.840 1.574 0.989  -0.08
C 1.310 -2.705 0.701  -0.20
H 5.588 2.804 1.117  0.10
C 3.901 -3.426 1.579  -0.07
Cr -0.510 -0.182 -0.132  0.73
O 0.325 1.454 -0.594  -0.61
C 0.687 -5.060 0.636  -0.04
C 1.279 0.557 2.471  -0.32
H -5.008 1.251 -4.608  0.11
C 0.933 1.905 2.588  -0.08
O -2.003 1.220 0.309  -0.42
C 0.016 -2.269 0.225  -0.12
H 1.488 -1.320 3.495  0.11
H 0.223 1.988 5.895  0.10
C 0.850 0.245 4.818  -0.08
H -5.139 1.440 -2.136  0.11
N -5.552 -1.844 -0.323  0.16
H 5.935 2.871 -1.329  0.10
H -5.603 -1.339 0.558  0.11
C -4.203 1.596 -2.654  -0.08
C -0.553 -4.675 0.233  -0.07
H -6.217 -1.443 -0.975  0.10
H -2.843 1.577 -5.756  0.11
C -1.772 1.983 -3.943  -0.08
C -0.872 -3.311 0.031  -0.12
N -3.312 -1.294 -0.052  0.12
O -4.455 1.290 0.190  -0.31
H 0.814 -0.401 5.685  0.10
C -4.120 1.484 -4.036  -0.07
C 2.963 0.901 0.142  -0.33
S -3.216 1.955 -0.133  0.49
C 3.556 -2.070 1.437  -0.05
H -2.147 -1.163 -2.999  0.14
H 4.897 -3.701 1.900  0.11
H 0.938 -6.105 0.774  0.11
C 2.966 -4.392 1.319  -0.02
C 4.913 2.275 0.457  -0.07
C 0.519 1.587 4.935  -0.08
C -2.743 -1.274 -2.110  -0.16
O 0.938 2.962 -2.841  -0.42
H 4.367 1.692 -2.833  0.11
H 4.278 -1.290 1.651  0.11
O -3.121 3.345 0.255  -0.29
H -1.884 -3.141 -0.295  0.06
H 3.221 -5.439 1.438  0.11
H -0.817 2.169 -4.421  0.10
C 2.292 -1.744 1.025  -0.32

Properties
Energy above the lowest of the compared OMol25 structures with the same formula, charge and spin (kJ/mol): 141.2
Spin multiplicity: 2
E_LUMO (spin up / spin down) (eV): -0.558 / -0.287
Net charge: 0
Expectation value of S²: 0.780